(1)
Density functional theory data (ωB97M-V with the def2-TZVPD basis set) for a 14-piece molecular cluster, C30H78BO34 overall.

Its max |F| is 4.26 eV Å⁻¹. The orbital gap is 8.9 eV. Its calculated total energy is -3772.8503 Eh. For the HOMO energy, the calculation gives -7.3 eV. The net charge is -1. The calculation puts the LUMO energy at 1.5524 eV. The value obtained for the energy relative to the best compared isomer or geometry (same formula, charge and spin) is 176.5 kJ/mol. As for the multiplicity: 1.

Structure (XYZ):
```
143
C30H78BO34 (ωB97M-V with the def2-TZVPD basis set)
O -14.437 -4.539 -6.609
C -13.585 -5.003 -5.926
O -13.679 -5.747 -4.816
B -12.344 -5.818 -4.129
O -11.476 -4.990 -4.930
C -12.074 -4.651 -6.051
O -11.594 -3.824 -6.783
O -11.880 -7.216 -4.039
C -12.009 -7.713 -2.818
O -11.785 -8.851 -2.547
C -12.441 -6.539 -1.921
O -12.551 -5.460 -2.696
O -12.499 -6.560 -0.727
C -10.696 -4.760 -10.365
C -9.675 -3.830 -9.699
O -10.009 -2.460 -9.927
O -11.076 -4.276 -11.634
H -11.587 -4.830 -9.738
H -10.218 -5.748 -10.401
H -8.621 -4.024 -9.934
H -9.618 -4.045 -8.627
H -9.879 -2.064 -9.053
H -11.582 -4.990 -12.036
C -8.851 -7.300 -4.178
C -9.567 -8.522 -4.745
O -8.889 -9.749 -4.753
O -7.868 -6.841 -5.114
H -8.369 -7.647 -3.255
H -9.559 -6.510 -3.943
H -9.929 -8.178 -5.722
H -10.412 -8.745 -4.085
H -8.278 -9.866 -5.487
H -7.298 -7.577 -5.352
C -12.346 -8.198 4.015
C -12.598 -6.968 3.136
O -12.046 -5.781 3.755
O -13.030 -8.295 5.242
H -11.272 -8.331 4.197
H -12.581 -9.123 3.484
H -13.671 -6.772 3.020
H -12.239 -6.905 2.106
H -12.557 -5.016 3.456
H -12.639 -7.642 5.834
C -15.520 -1.920 -8.677
C -14.250 -1.261 -8.185
O -13.112 -2.047 -8.370
O -15.475 -2.127 -10.089
H -16.394 -1.306 -8.435
H -15.661 -2.914 -8.238
H -14.312 -0.961 -7.134
H -14.070 -0.321 -8.722
H -12.856 -2.508 -7.560
H -16.362 -2.353 -10.375
C -14.074 -7.540 0.397
C -15.248 -6.523 0.392
O -15.715 -6.406 1.749
O -14.450 -8.854 0.803
H -13.422 -7.049 1.128
H -13.603 -7.644 -0.581
H -15.997 -7.008 -0.242
H -14.845 -5.615 -0.056
H -15.874 -7.351 1.893
H -13.656 -9.393 0.768
C -7.889 -6.371 1.858
C -8.938 -6.283 0.734
O -9.849 -5.236 1.049
O -8.532 -7.013 2.970
H -7.490 -5.417 2.203
H -7.136 -7.058 1.472
H -9.559 -7.179 0.776
H -8.444 -6.094 -0.224
H -10.650 -5.182 0.530
H -9.001 -6.281 3.393
C -11.112 -11.808 -3.436
C -10.476 -12.898 -2.535
O -11.398 -13.844 -1.943
O -11.520 -12.337 -4.690
H -10.236 -11.172 -3.580
H -11.960 -11.469 -2.848
H -9.985 -12.524 -1.640
H -9.812 -13.488 -3.176
H -12.013 -14.169 -2.609
H -10.712 -12.290 -5.210
C -15.744 -1.484 -4.876
C -16.019 -0.085 -4.345
O -16.828 -0.032 -3.161
O -16.695 -1.838 -5.846
H -15.824 -2.153 -4.007
H -14.687 -1.537 -5.157
H -16.440 0.539 -5.135
H -15.067 0.313 -3.998
H -17.674 -0.459 -3.336
H -16.462 -2.717 -6.172
C -17.632 -4.261 -0.784
C -16.405 -3.581 -1.411
O -15.765 -4.481 -2.302
O -18.667 -4.412 -1.761
H -17.986 -3.637 0.035
H -17.463 -5.257 -0.378
H -15.647 -3.251 -0.683
H -16.603 -2.600 -1.858
H -15.000 -4.084 -2.733
H -18.321 -5.061 -2.388
C -13.026 -3.730 0.835
C -13.078 -2.417 0.113
O -14.208 -1.586 0.408
O -13.366 -3.553 2.230
H -12.022 -4.141 0.812
H -13.707 -4.476 0.424
H -13.133 -2.673 -0.948
H -12.208 -1.774 0.257
H -14.313 -1.637 1.367
H -14.166 -4.047 2.428
C -16.985 -8.051 -5.607
C -17.586 -6.815 -4.999
O -16.904 -6.546 -3.732
O -15.699 -7.755 -6.151
H -17.584 -8.554 -6.368
H -16.935 -8.857 -4.865
H -18.633 -6.825 -4.698
H -17.385 -5.886 -5.535
H -16.664 -5.613 -3.649
H -15.224 -7.393 -5.387
C -13.073 -7.579 -8.350
C -12.440 -8.973 -8.381
O -12.294 -9.381 -9.766
O -14.474 -7.616 -8.674
H -12.596 -6.980 -9.114
H -13.000 -7.317 -7.291
H -12.964 -9.655 -7.711
H -11.410 -8.886 -8.019
H -12.068 -10.316 -9.745
H -14.875 -7.804 -7.808
C -8.183 -2.049 -6.369
C -8.300 -3.518 -5.990
O -7.341 -4.058 -5.121
O -9.376 -1.748 -7.092
H -7.299 -1.969 -7.000
H -8.076 -1.372 -5.521
H -8.231 -4.097 -6.921
H -9.342 -3.673 -5.683
H -7.528 -4.997 -4.979
H -10.066 -1.464 -6.489
```



(2)
Density functional theory data (ωB97M-V with the def2-TZVPD basis set) for a 11-piece molecular cluster, C30H80Cl6N2O26P6 overall.

Its max |F| is 2.72 eV Å⁻¹. The orbital gap is 8.7 eV. Its calculated total energy is -8066.6414 Eh. Its SMILES is COP(=O)(OC)OC.COP(=O)(OC)OC.COP(=O)(OC)OC.COP(=O)(OC)OC.COP(=O)(OC)OC.COP(=O)(OC)OC.CNC(C)=O.CNC(C)=O.ClCCCl.ClCCCl.ClCCCl. For the HOMO energy, the calculation gives -8.9 eV. The calculation puts the LUMO energy at -0.1626 eV. The value obtained for the energy relative to the best compared isomer or geometry (same formula, charge and spin) is 0.0 kJ/mol. As for the multiplicity: 1.

Structure (XYZ):
```
150
C30H80Cl6N2O26P6 (ωB97M-V with the def2-TZVPD basis set)
C 19.939 1.617 0.243
C 20.514 1.236 1.572
O 21.657 1.607 1.814
N 19.712 0.564 2.412
C 20.038 0.278 3.780
H 20.466 1.164 -0.597
H 20.088 2.697 0.158
H 18.872 1.494 0.039
H 18.729 0.387 2.160
H 21.108 0.105 3.913
H 19.520 -0.640 4.068
H 19.789 1.013 4.551
C 17.241 -1.782 -0.023
C 17.028 -1.508 1.433
O 17.206 -0.392 1.926
N 16.652 -2.567 2.145
C 16.154 -2.642 3.509
H 16.351 -1.848 -0.649
H 17.681 -2.777 -0.176
H 17.997 -1.143 -0.475
H 16.701 -3.469 1.701
H 16.919 -3.120 4.126
H 15.291 -3.297 3.517
H 15.962 -1.653 3.915
C 15.213 4.410 6.351
O 16.498 3.874 6.105
P 17.542 4.730 5.250
O 17.573 6.153 5.573
O 18.910 3.956 5.514
C 20.000 4.213 4.640
O 17.181 4.349 3.739
C 17.148 2.991 3.335
H 15.086 5.439 6.006
H 15.147 4.622 7.431
H 14.365 3.744 6.211
H 20.021 5.208 4.188
H 20.070 3.486 3.828
H 20.912 4.134 5.233
H 17.192 2.292 4.174
H 17.949 2.781 2.628
H 16.221 2.741 2.811
C 16.046 -2.187 7.633
O 15.284 -1.157 7.050
P 15.760 0.345 6.914
O 17.125 0.527 6.331
O 15.655 0.906 8.405
C 16.326 2.109 8.836
O 14.538 1.109 6.179
C 13.984 0.648 4.960
H 16.116 -3.093 7.029
H 15.623 -2.554 8.570
H 17.057 -1.835 7.855
H 15.605 2.907 9.004
H 17.003 2.424 8.043
H 16.814 1.863 9.775
H 14.108 -0.400 4.684
H 14.264 1.268 4.106
H 12.897 0.762 5.008
C 17.744 -2.092 11.941
O 18.547 -1.218 12.717
P 17.778 -0.115 13.578
O 16.394 -0.399 13.980
O 17.835 1.153 12.614
C 16.972 2.271 12.774
O 18.792 0.248 14.748
C 18.834 -0.568 15.902
H 17.652 -1.847 10.884
H 16.738 -2.269 12.325
H 18.240 -3.065 11.975
H 17.518 3.173 12.502
H 16.712 2.384 13.830
H 16.049 2.136 12.215
H 18.401 -1.570 15.860
H 18.342 -0.088 16.749
H 19.878 -0.716 16.184
C 13.242 -3.171 6.178
O 14.249 -3.866 5.462
P 13.911 -5.329 4.943
O 13.403 -6.278 5.919
O 13.016 -4.917 3.670
C 12.188 -5.877 3.040
O 15.303 -5.756 4.234
C 15.320 -7.007 3.553
H 12.214 -3.520 6.080
H 13.156 -2.097 5.994
H 13.518 -3.100 7.233
H 11.821 -6.616 3.757
H 12.603 -6.484 2.229
H 11.324 -5.374 2.604
H 14.429 -7.591 3.787
H 16.144 -7.641 3.886
H 15.452 -6.885 2.480
C 19.082 5.155 8.608
O 19.594 6.367 9.177
P 20.136 6.293 10.653
O 19.347 5.469 11.603
O 21.658 5.798 10.509
C 22.270 5.123 11.608
O 20.270 7.856 11.029
C 19.976 8.339 12.329
H 18.037 5.272 8.331
H 19.094 4.252 9.220
H 19.687 4.923 7.736
H 22.349 4.072 11.319
H 21.690 5.098 12.531
H 23.238 5.583 11.794
H 19.024 7.981 12.728
H 20.026 9.422 12.353
H 20.726 7.911 13.006
C 9.659 2.669 8.134
O 10.196 1.803 7.114
P 9.427 1.625 5.714
O 8.182 2.406 5.579
O 10.566 1.857 4.616
C 10.806 3.252 4.327
O 9.209 0.046 5.635
C 7.998 -0.469 5.105
H 8.954 3.375 7.692
H 10.541 3.244 8.416
H 9.166 2.183 8.971
H 10.046 3.705 3.701
H 11.835 3.283 3.970
H 10.912 3.795 5.273
H 8.204 -1.088 4.231
H 7.286 0.284 4.766
H 7.468 -1.077 5.835
Cl 16.099 -8.527 10.320
C 15.561 -8.120 8.629
C 16.005 -6.719 8.213
Cl 15.233 -5.449 9.198
H 14.487 -8.243 8.703
H 16.012 -8.825 7.935
H 15.593 -6.627 7.206
H 17.078 -6.579 8.136
Cl 21.214 0.628 10.737
C 21.091 0.802 8.964
C 22.465 0.554 8.377
Cl 22.418 0.846 6.600
H 20.792 1.786 8.605
H 20.343 0.143 8.524
H 22.859 -0.449 8.513
H 23.207 1.243 8.776
Cl 12.605 -1.568 2.544
C 12.211 -1.845 0.859
C 10.703 -1.811 0.671
Cl 10.205 -1.840 -1.028
H 12.439 -2.893 0.665
H 12.789 -1.171 0.235
H 10.177 -0.939 1.058
H 10.266 -2.666 1.185
```